1.
One molecule with the formula C21H32N2O4. Source: OMol25; level of theory: wB97M-V/def2-TZVPD.

Each line ends with the natural charge from an NBO analysis.
Element x y z (Å)
O: 7.547 0.225 0.021  -0.384
N: 6.609 -0.521 0.215  0.531
O: 6.711 -1.669 0.600  -0.387
C: 5.291 -0.013 -0.025  -0.035
C: 5.124 1.300 -0.464  -0.145
C: 3.858 1.779 -0.690  -0.292
C: 2.735 0.964 -0.483  0.429
C: 2.916 -0.350 -0.041  -0.342
C: 4.188 -0.832 0.183  -0.137
H: 4.344 -1.844 0.522  0.248
H: 2.073 -0.999 0.130  0.225
O: 1.548 1.543 -0.750  -0.514
C: 0.338 0.837 -0.533  -0.094
C: -0.066 0.865 0.947  0.072
O: -0.428 2.171 1.336  -0.725
H: 0.245 2.782 1.011  0.477
H: 0.797 0.545 1.557  0.165
C: -1.233 -0.102 1.227  -0.228
N: -2.215 -0.122 0.167  -0.486
C: -2.811 -1.415 -0.133  -0.024
C: -3.261 -2.258 1.072  -0.417
C: -3.962 -3.525 0.589  -0.396
C: -3.027 -4.352 -0.288  -0.396
C: -2.542 -3.527 -1.475  -0.399
C: -1.856 -2.250 -0.998  -0.396
H: -1.539 -1.651 -1.854  0.211
H: -0.967 -2.514 -0.421  0.184
H: -1.850 -4.115 -2.080  0.208
H: -3.395 -3.264 -2.105  0.193
H: -3.543 -5.247 -0.643  0.208
H: -2.168 -4.676 0.305  0.192
H: -4.287 -4.117 1.448  0.209
H: -4.852 -3.254 0.015  0.192
H: -2.399 -2.541 1.678  0.192
H: -3.936 -1.679 1.704  0.212
H: -3.696 -1.210 -0.740  0.197
C: -3.086 1.047 0.139  -0.054
C: -3.517 1.385 -1.292  -0.395
H: -2.639 1.413 -1.941  0.206
C: -4.237 2.730 -1.315  -0.397
C: -5.461 2.693 -0.405  -0.395
C: -5.057 2.318 1.018  -0.396
C: -4.332 0.975 1.034  -0.414
H: -4.038 0.730 2.057  0.206
H: -5.009 0.197 0.675  0.191
H: -5.943 2.269 1.655  0.207
H: -4.396 3.088 1.422  0.197
H: -5.956 3.667 -0.407  0.208
H: -6.173 1.957 -0.785  0.191
H: -4.539 2.972 -2.336  0.207
H: -3.555 3.512 -0.973  0.194
H: -4.189 0.617 -1.678  0.190
H: -2.472 1.875 0.503  0.227
H: -1.657 0.185 2.201  0.192
H: -0.806 -1.100 1.324  0.204
H: -0.415 1.373 -1.113  0.214
H: 0.395 -0.190 -0.901  0.189
H: 3.698 2.789 -1.033  0.230
H: 5.995 1.918 -0.618  0.249

Summary:
SMILES: O=[N+]([O-])c1ccc(OC[C@@H](O)CN(C2CCCCC2)C2CCCCC2)cc1
E_HOMO, Ha: -0.3019
DFT total energy, Eh: -1229.787004
Gap between HOMO and LUMO, eV: 7.914
Energy relative to the best compared isomer or geometry (same formula, charge and spin), kcal/mol: 85.0

2.
One molecule with the formula C7H10N4O. Source: OMol25; level of theory: wB97M-V/def2-TZVPD.

Each line ends with the natural charge from an NBO analysis.
Element x y z (Å)
C: 1.628 -1.220 1.221  0.561
C: 0.465 -0.082 -0.312  0.089
C: -0.148 1.028 0.353  -0.213
C: -1.231 1.757 -0.084  -0.271
C: -1.787 1.359 -1.358  0.143
C: -1.348 0.191 -1.951  -0.253
C: -0.216 -0.483 -1.423  -0.218
H: -0.148 -1.370 1.606  0.377
H: 0.589 -2.387 2.679  0.376
H: 2.984 -1.515 2.686  0.375
H: 3.339 -0.500 0.236  0.494
H: 0.266 1.266 1.332  0.194
H: -1.395 2.651 0.476  0.223
H: -3.424 2.355 -0.929  0.367
H: -3.383 1.532 -2.408  0.359
H: -2.054 -0.280 -2.806  0.208
H: -0.195 -1.458 -1.887  0.218
N: 0.517 -2.078 1.668  -0.787
N: 2.906 -1.485 1.683  -0.314
N: 1.590 -0.618 0.051  -0.592
N: -2.889 2.136 -1.826  -0.790
O: 3.932 -0.798 0.995  -0.546

Summary:
SMILES: N/C(=N\c1ccc(N)cc1)NO
E_HOMO, Ha: -0.2797
DFT total energy, Eh: -566.883440
Gap between HOMO and LUMO, eV: 8.164
Energy relative to the best compared isomer or geometry (same formula, charge and spin), kcal/mol: 90.2

3.
C12H37Ag2O14 as an isolated structure. Source: OMol25; level of theory: wB97M-V/def2-TZVPD.

Each line ends with the natural charge from an NBO analysis.
Element x y z (Å)
Ag: 2.223 -2.815 1.646  0.953
Ag: 1.303 0.970 2.672  0.940
O: -0.777 0.046 1.805  -0.791
C: -0.145 -0.569 0.767  0.972
O: -0.781 -0.800 -0.273  -0.771
O: 1.092 -0.852 0.880  -0.923
H: -1.719 0.077 1.472  0.553
C: -0.721 1.582 -4.033  -0.253
O: -0.530 1.357 -2.625  -0.751
H: -1.584 0.987 -4.335  0.178
H: -0.989 2.615 -4.243  0.185
H: 0.199 1.351 -4.568  0.170
H: -0.456 0.404 -2.512  0.474
C: -4.119 0.295 2.735  -0.270
O: -3.618 -0.001 1.414  -0.760
H: -4.437 -0.648 3.187  0.178
H: -3.330 0.715 3.362  0.180
H: -4.992 0.945 2.788  0.193
H: -3.672 -0.966 1.346  0.509
C: 2.108 -3.964 -1.806  -0.263
O: 2.411 -2.898 -0.888  -0.810
H: 1.122 -3.848 -2.260  0.208
H: 2.844 -3.953 -2.609  0.195
H: 2.100 -4.899 -1.248  0.181
H: 1.799 -2.155 -0.995  0.513
C: -3.300 4.270 1.854  -0.096
C: -2.194 3.440 2.449  -0.091
O: -2.323 3.297 3.866  -0.724
O: -4.573 3.692 2.096  -0.715
H: -3.259 4.401 0.767  0.182
H: -3.238 5.279 2.273  0.176
H: -1.195 3.858 2.297  0.164
H: -2.219 2.446 1.996  0.167
H: -2.419 4.179 4.242  0.470
H: -4.716 2.933 1.526  0.471
C: 5.852 -2.486 0.260  -0.106
C: 5.374 -1.171 0.749  -0.094
O: 4.017 -1.347 1.281  -0.807
O: 5.370 -2.760 -1.063  -0.717
H: 5.484 -3.324 0.870  0.172
H: 6.936 -2.562 0.337  0.213
H: 5.336 -0.413 -0.037  0.204
H: 5.966 -0.721 1.552  0.184
H: 3.681 -0.488 1.552  0.477
H: 4.402 -2.707 -0.996  0.483
C: -3.582 -2.502 -1.609  -0.095
C: -2.377 -3.269 -2.190  -0.098
O: -1.300 -2.382 -2.480  -0.753
O: -3.311 -2.208 -0.223  -0.763
H: -4.423 -3.191 -1.649  0.193
H: -3.716 -1.570 -2.156  0.184
H: -2.648 -3.770 -3.127  0.188
H: -2.071 -4.118 -1.567  0.164
H: -1.189 -1.823 -1.688  0.482
H: -2.422 -1.824 -0.240  0.476
C: 2.310 1.754 -0.723  -0.077
C: 1.019 2.413 -0.246  -0.104
O: 1.130 2.989 1.070  -0.795
O: 3.400 2.632 -0.836  -0.718
H: 2.140 1.311 -1.699  0.217
H: 2.566 0.984 0.031  0.124
H: 0.228 1.677 -0.131  0.194
H: 0.823 3.137 -1.040  0.211
H: 1.442 3.898 0.982  0.499
H: 3.667 3.068 -0.025  0.468

Summary:
Total charge: +1
E_HOMO, Ha: -0.4514
DFT total energy, Eh: -1826.358877
Gap between HOMO and LUMO, eV: 7.405
Energy relative to the best compared isomer or geometry (same formula, charge and spin), kcal/mol: 12.0

4.
One molecule with the formula C3H3FN2S. Source: OMol25; level of theory: wB97M-V/def2-TZVPD.

Each line ends with the natural charge from an NBO analysis.
Element x y z (Å)
C: 0.174 -1.220 -0.074  0.165
C: 1.527 0.490 -0.107  -0.174
C: 0.270 0.989 -0.159  0.498
H: -2.495 -0.169 1.142  0.104
H: -0.096 -2.297 -0.200  0.221
H: 2.486 1.064 0.052  0.229
N: -0.630 -0.080 -0.271  -0.562
N: 1.433 -0.863 -0.105  -0.431
F: -0.374 2.169 -0.106  -0.296
S: -2.294 -0.083 -0.172  0.249

Summary:
SMILES: Fc1cncn1S
E_HOMO, Ha: -0.3405
DFT total energy, Eh: -723.632662
Gap between HOMO and LUMO, eV: 9.780
Energy relative to the best compared isomer or geometry (same formula, charge and spin), kcal/mol: 32.0

5.
C42H48FeIN3O2S5 as an isolated structure. Source: OMol25; level of theory: wB97M-V/def2-TZVPD.

Each line ends with the Löwdin spin population.
Element x y z (Å)
Fe: -0.234 0.086 0.917  3.777
C: 3.078 -1.890 1.435  0.002
C: 2.867 -1.512 -0.035  0.005
C: 3.390 -2.625 -0.948  0.001
C: 3.518 -0.186 -0.358  0.021
C: 4.900 -0.134 -0.429  -0.003
C: 5.547 1.014 -0.850  0.021
C: 4.792 2.145 -1.089  -0.002
C: 3.407 2.177 -0.943  0.023
C: 2.802 3.576 -1.023  0.002
C: 1.736 3.867 0.032  0.002
C: 2.294 3.976 -2.426  0.005
C: 2.734 0.963 -0.650  0.013
N: 1.343 0.844 -0.640  0.256
C: 0.652 1.356 -1.649  0.171
C: -0.738 1.427 -1.661  0.179
N: -1.513 0.919 -0.712  0.283
C: -2.895 1.220 -0.797  0.021
C: -3.843 0.286 -1.273  0.009
C: -5.170 0.684 -1.389  0.000
C: -5.582 1.959 -1.052  0.004
C: -4.662 2.853 -0.541  0.001
C: -3.324 2.507 -0.408  0.011
C: -2.379 3.457 0.298  0.000
C: -2.728 3.425 1.792  0.000
C: -2.436 4.883 -0.250  0.001
C: -3.534 -1.159 -1.620  0.001
C: -3.283 -1.953 -0.336  0.003
C: -2.358 -1.330 -2.587  0.003
H: 2.710 -2.901 1.624  0.000
H: 2.526 -1.202 2.077  0.001
H: 4.135 -1.845 1.698  0.000
H: 1.800 -1.398 -0.199  0.002
H: 4.454 -2.792 -0.781  0.000
H: 3.244 -2.365 -1.998  0.000
H: 2.864 -3.559 -0.745  0.000
H: 5.480 -1.013 -0.177  0.000
H: 6.621 1.031 -0.981  0.002
H: 5.304 3.055 -1.382  0.000
H: 3.639 4.245 -0.802  0.000
H: 0.865 3.228 -0.081  0.002
H: 1.416 4.908 -0.054  0.000
H: 2.130 3.721 1.035  0.000
H: 1.208 3.892 -2.478  0.002
H: 2.738 3.356 -3.205  0.000
H: 2.560 5.013 -2.637  0.000
H: 1.182 1.705 -2.532  0.009
H: -1.210 1.903 -2.522  0.011
H: -5.896 -0.033 -1.757  0.000
H: -6.618 2.247 -1.177  0.000
H: -4.996 3.837 -0.236  0.000
H: -1.355 3.099 0.200  0.001
H: -3.738 3.807 1.959  0.000
H: -2.010 4.012 2.361  0.000
H: -2.679 2.395 2.153  0.000
H: -3.398 5.353 -0.033  0.000
H: -2.284 4.897 -1.331  0.000
H: -1.655 5.485 0.217  0.000
H: -4.425 -1.567 -2.108  0.000
H: -2.453 -1.508 0.208  0.002
H: -3.033 -2.991 -0.567  0.000
H: -4.163 -1.936 0.307  0.000
H: -1.428 -1.114 -2.071  0.002
H: -2.448 -0.657 -3.441  0.001
H: -2.333 -2.360 -2.950  0.000
I: 5.152 1.883 7.272  0.000
C: 3.685 2.141 5.774  0.000
C: 3.018 3.350 5.690  0.000
C: 2.060 3.524 4.704  0.001
C: 1.755 2.491 3.828  0.002
C: 2.433 1.285 3.937  0.000
C: 3.408 1.101 4.905  0.000
C: 0.671 2.681 2.775  0.010
O: 0.221 3.807 2.605  0.009
O: 0.341 1.624 2.134  0.071
H: 3.234 4.146 6.389  0.000
H: 1.519 4.456 4.619  0.000
H: 2.188 0.485 3.253  0.000
H: 3.940 0.161 4.963  0.000
C: -0.231 -5.372 0.058  0.000
C: -0.070 -4.575 -1.067  0.001
C: -0.028 -3.201 -0.909  0.002
N: -0.169 -2.593 0.269  0.022
C: -0.324 -3.362 1.343  0.002
C: -0.343 -4.748 1.289  0.000
H: -0.267 -6.450 -0.029  0.000
H: 0.035 -5.010 -2.051  0.000
H: 0.124 -2.556 -1.765  0.000
H: -0.432 -2.843 2.285  0.001
H: -0.444 -5.321 2.201  0.000
C: -1.944 -3.596 4.757  0.001
S: -0.270 -2.889 4.904  0.001
C: -0.655 -1.207 5.232  0.007
C: -1.305 -0.354 4.395  0.002
S: -1.946 -0.710 2.838  0.016
S: -1.632 1.229 5.118  0.001
C: -0.870 0.968 6.654  0.000
S: -0.805 2.088 7.851  0.000
S: -0.201 -0.616 6.818  0.002
H: -1.822 -4.606 4.371  0.000
H: -2.513 -2.990 4.056  0.001
H: -2.412 -3.615 5.738  0.000

Summary:
<S²>: 8.7714
Total charge: -1
E_HOMO (alpha / beta), Ha: -0.1542 / -0.1843
DFT total energy, Eh: -5496.479628
Gap between HOMO and LUMO (alpha / beta), eV: 6.319 / 6.982
Multiplicity: 6

6.
A 3-piece molecular cluster, C8H16O2 overall. Source: OMol25; level of theory: wB97M-V/def2-TZVPD.

Each line ends with the natural charge from an NBO analysis.
Element x y z (Å)
C: 1.154 0.678 -0.613  0.058
C: -0.236 -1.041 0.660  0.162
C: -2.238 -1.510 1.629  -0.248
C: 0.469 0.833 -1.947  -0.659
C: 1.668 1.970 -0.026  -0.651
C: 2.232 -0.381 -0.644  -0.673
C: -0.623 0.269 0.610  0.068
C: -1.314 1.333 0.903  -0.427
O: -0.384 -1.901 -0.375  -0.707
O: -2.790 -2.178 0.492  -0.767
H: -1.354 -1.945 -0.567  0.511
H: -2.976 -3.111 0.657  0.483
H: 0.570 -1.310 1.338  0.210
H: -2.958 -0.758 1.953  0.157
H: -1.963 -2.165 2.456  0.154
H: -0.317 1.589 -1.916  0.208
H: 1.187 1.146 -2.719  0.197
H: 0.034 -0.112 -2.275  0.221
H: 1.992 1.841 1.009  0.211
H: 2.540 2.324 -0.595  0.202
H: 0.932 2.773 -0.065  0.203
H: 3.038 -0.066 -1.324  0.215
H: 2.688 -0.530 0.337  0.207
H: 1.875 -1.332 -1.034  0.231
H: -2.187 1.277 1.538  0.217
H: -1.036 2.306 0.521  0.216

Summary:
E_HOMO (alpha / beta), Ha: -0.2387 / -0.2385
DFT total energy, Eh: -464.673780
Gap between HOMO and LUMO (alpha / beta), eV: 7.321 / 7.316
Energy relative to the best compared isomer or geometry (same formula, charge and spin), kcal/mol: 160.6

- Look up the DFT total energy of the sixth one.
  -464.673780 Eh

- Which of these has the highest DFT total energy?
  C8H16O2